Density functional theory data (wB97M-V/def2-TZVPD) for a cluster of 2 separate species, C4H15N2O in total in a non-equilibrium geometry.

spin multiplicity: 2
net charge: +2
energy relative to the best compared isomer or geometry (same formula, charge and spin): 1.178 eV
gap between HOMO and LUMO (spin up / spin down): 12.62 / 7.35 eV
E_LUMO (spin up / spin down): -7.06 / -12.33 eV
molar mass: 107.2 g/mol
E: -345.43359 Eh

Element x y z (Å)
C (-0.785, 1.041, -0.827)
N (-0.518, 1.481, 0.541)
C (0.268, 2.686, 0.781)
C (0.055, -0.192, -1.361)
N (0.832, -0.874, -0.285)
C (1.792, -1.929, -0.766)
H (-1.836, 0.766, -0.886)
H (-0.658, 1.869, -1.526)
H (-1.420, 1.522, 1.034)
H (0.391, 3.287, -0.117)
H (-0.234, 3.317, 1.492)
H (1.173, 2.346, 1.314)
H (-0.699, -0.892, -1.712)
H (0.692, 0.072, -2.192)
H (0.145, -1.220, 0.393)
H (1.413, -0.196, 0.200)
H (1.552, -2.283, -1.764)
H (2.831, -1.636, -0.628)
H (1.685, -2.795, -0.105)
H (-1.081, -1.901, 2.361)
H (-2.318, -2.083, 1.429)
O (-1.467, -1.622, 1.522)